Arrangement a

Formula: C4H11N3
Source: the Open Molecules 2025 dataset
Level of theory: the ωB97M-V functional and the def2-TZVPD basis

Calculated values
2S+1 = 1
Lowest unoccupied orbital energy (alpha / beta) = -10.0910 / -10.0924 eV
Charge = +2

Cartesian coordinates (Å):
C  -2.00  0.15  0.07
C  0.11  1.32  -0.09
C  0.14  -1.11  -0.14
C  2.21  -0.10  0.03
N  -1.34  -0.96  -0.05
N  -3.23  0.41  0.10
N  0.78  0.13  0.38
H  -0.05  1.36  -1.14
H  0.28  2.19  0.45
H  0.63  -1.93  0.48
H  0.46  -1.22  -1.31
H  2.56  -0.18  -1.05
H  2.69  0.90  0.26
H  2.52  -0.89  0.69
H  -1.89  -1.81  0.24
H  -3.51  1.38  0.04
H  -3.96  -0.44  0.03
H  0.89  0.16  1.37

***

Arrangement b

Formula: C4H11N3
Source: the Open Molecules 2025 dataset
Level of theory: the ωB97M-V functional and the def2-TZVPD basis

Calculated values
2S+1 = 1
Lowest unoccupied orbital energy = -9.7639 eV
Charge = +2
SMILES = C/[NH+]=C(C)\[NH+]=C\N

Cartesian coordinates (Å):
C  -0.95  1.21  -2.12
N  -0.18  1.51  -0.94
C  0.28  0.63  0.07
C  1.23  1.04  1.19
N  -0.26  -0.64  0.15
C  0.05  -1.53  1.10
N  -0.33  -2.73  1.01
H  -1.89  0.46  -1.97
H  -0.30  0.68  -2.95
H  -1.38  2.15  -2.30
H  0.41  2.31  -0.86
H  1.92  0.33  1.34
H  1.62  2.04  0.93
H  0.60  1.23  2.22
H  -0.64  -0.82  -0.75
H  0.70  -1.36  1.90
H  0.10  -3.42  1.62
H  -0.98  -3.09  0.36

***

Arrangement c

Formula: C4H11N3
Source: the Open Molecules 2025 dataset
Level of theory: the ωB97M-V functional and the def2-TZVPD basis

Calculated values
2S+1 = 1
Lowest unoccupied orbital energy = -9.5742 eV
Charge = +2

Cartesian coordinates (Å):
C  -1.33  -0.74  0.21
C  1.07  0.78  -0.15
C  -2.02  -1.41  -0.83
C  1.75  2.04  -0.54
N  -1.37  -0.76  1.48
N  1.74  -0.10  0.56
N  -0.18  0.60  -0.52
H  -3.09  -1.48  -0.62
H  -1.88  -0.95  -1.81
H  -1.67  -2.45  -0.93
H  1.24  2.58  -1.32
H  2.77  1.83  -0.87
H  1.82  2.68  0.34
H  -2.02  -1.39  1.96
H  -0.83  -0.15  2.09
H  2.72  0.07  0.77
H  1.39  -1.02  0.81
H  -0.72  1.28  -1.04

***

Arrangement d

Formula: C4H11N3
Source: the Open Molecules 2025 dataset
Level of theory: the ωB97M-V functional and the def2-TZVPD basis

Calculated values
2S+1 = 1
Lowest unoccupied orbital energy = -9.6601 eV
Charge = +2

Cartesian coordinates (Å):
C  1.57  0.24  0.63
C  0.78  1.19  0.61
C  3.44  -0.86  -0.58
C  -2.97  1.03  -0.24
N  -2.60  -1.24  -0.05
N  2.60  -0.46  0.58
N  -2.10  -0.11  0.08
H  1.04  2.10  1.12
H  -2.07  -2.13  0.04
H  -0.31  1.48  0.41
H  3.33  -1.98  -0.52
H  4.48  -0.53  -0.49
H  3.16  -0.42  -1.56
H  -2.78  1.94  0.36
H  -4.11  0.90  -0.28
H  -2.57  1.35  -1.18
H  -3.63  -1.53  -0.27
H  2.76  -0.98  1.34

***

Which is most stable, and by how much? arrangement b, by 8.1 kJ/mol.

***

Arrangement a

Formula: C12H15N
Source: the Open Molecules 2025 dataset
Level of theory: the ωB97M-V functional and the def2-TZVPD basis

Calculated values
2S+1 = 1
Lowest unoccupied orbital energy = 0.8118 eV
SMILES = C=C=CCN(C)Cc1ccccc1

Cartesian coordinates (Å):
C  3.92  0.97  0.13
C  2.99  0.13  -0.46
C  2.28  -0.88  -0.68
C  0.91  -0.90  -1.27
N  0.03  -1.84  -0.69
C  -1.18  -1.93  -1.48
C  -0.24  -1.38  0.68
C  -0.79  -0.07  0.79
C  -2.24  0.04  0.80
C  -2.86  1.34  0.75
C  -2.08  2.45  0.95
C  -0.68  2.37  1.01
C  -0.03  1.13  0.94
H  4.07  1.02  1.21
H  4.62  1.48  -0.62
H  2.98  -1.91  -0.70
H  0.61  0.21  -1.15
H  1.00  -1.09  -2.31
H  -1.62  -0.87  -1.64
H  -1.01  -2.32  -2.53
H  -1.82  -2.68  -1.05
H  -0.85  -1.98  1.35
H  0.66  -1.37  1.11
H  -2.86  -0.82  0.67
H  -4.01  1.24  0.60
H  -2.55  3.49  1.25
H  -0.28  3.34  1.57
H  1.03  0.85  0.79

***

Arrangement b

Formula: C12H15N
Source: the Open Molecules 2025 dataset
Level of theory: the ωB97M-V functional and the def2-TZVPD basis

Calculated values
2S+1 = 1
Lowest unoccupied orbital energy = 0.8547 eV

Cartesian coordinates (Å):
C  -3.84  0.13  -0.75
C  -3.41  0.36  0.52
C  -2.91  -0.44  -1.66
C  -2.16  0.07  0.90
C  -1.62  -0.64  -1.40
C  -1.25  -0.54  -0.02
C  0.79  -1.66  1.65
C  0.84  -0.88  0.45
C  2.17  -0.01  -1.30
C  2.98  0.23  1.06
C  1.06  1.51  0.17
C  1.75  0.25  0.10
N  1.21  -2.26  0.64
H  -4.84  0.33  -0.97
H  -4.16  0.72  1.25
H  -3.22  -0.64  -2.74
H  -1.78  0.39  1.88
H  -1.07  -1.20  -2.18
H  0.58  -1.85  2.72
H  2.57  -0.98  -1.33
H  2.90  0.81  -1.61
H  1.27  0.08  -1.96
H  3.61  -0.56  0.82
H  3.58  1.10  1.01
H  2.69  0.05  2.08
H  0.03  1.54  -0.36
H  1.67  2.39  -0.16
H  0.57  1.66  1.19

***

Which is most stable, and by how much? arrangement a, by 45.2 kJ/mol.

***

Arrangement a

Formula: C4H9N3
Source: the Open Molecules 2025 dataset
Level of theory: the ωB97M-V functional and the def2-TZVPD basis

Calculated values
2S+1 = 1
Lowest unoccupied orbital energy = -9.3684 eV
Charge = +2
SMILES = C1=[N+](C[N@@H+]2CN2)C1

Cartesian coordinates (Å):
C  -1.46  1.02  0.12
N  -1.06  -0.18  0.13
C  -0.04  -1.15  -0.07
N  1.27  -0.51  -0.37
C  1.81  0.42  0.62
N  1.22  0.92  -0.50
C  -2.55  0.04  -0.05
H  -0.95  1.93  0.14
H  0.17  -1.70  0.96
H  -0.33  -1.85  -0.82
H  1.92  -1.14  -0.85
H  1.44  0.62  1.72
H  2.94  0.42  0.56
H  1.80  1.51  -1.20
H  -2.93  -0.22  -1.03
H  -3.26  -0.11  0.64

***

Arrangement b

Formula: C4H9N3
Source: the Open Molecules 2025 dataset
Level of theory: the ωB97M-V functional and the def2-TZVPD basis

Calculated values
2S+1 = 1
Lowest unoccupied orbital energy (alpha / beta) = -13.1266 / -12.0429 eV
Charge = +2

Cartesian coordinates (Å):
C  0.58  1.34  -0.77
C  0.16  -0.08  0.93
C  2.50  -0.14  -0.47
C  -2.29  -0.61  -0.45
N  -0.66  1.57  -0.52
N  1.13  0.32  -0.17
N  -1.10  0.59  0.40
H  0.12  -1.25  1.08
H  0.34  0.33  1.93
H  2.28  -1.27  -0.64
H  2.87  0.38  -1.31
H  3.30  0.04  0.34
H  -3.14  -0.50  0.26
H  -2.64  -0.10  -1.40
H  -1.82  -1.60  -0.42
H  -1.63  0.99  1.20

***

Which is most stable, and by how much? arrangement a, by 161.2 kJ/mol.

***

Arrangement a

Formula: C9H11NO2
Source: the Open Molecules 2025 dataset
Level of theory: the ωB97M-V functional and the def2-TZVPD basis

Calculated values
2S+1 = 1
Lowest unoccupied orbital energy = 0.3952 eV
SMILES = NC[C@@H]1Cc2c1ccc(O)c2O

Cartesian coordinates (Å):
N  -2.53  0.03  1.37
C  -2.24  1.32  0.78
C  -1.06  1.44  -0.23
C  -1.01  0.41  -1.40
C  0.25  -0.20  -0.80
C  0.27  0.75  0.23
C  1.28  0.74  1.22
C  2.21  -0.28  1.07
C  2.25  -1.19  0.03
O  3.26  -2.06  -0.09
C  1.20  -1.16  -0.94
O  1.36  -2.03  -1.93
H  -2.67  -0.67  0.67
H  -1.79  -0.28  2.01
H  -3.18  1.65  0.29
H  -2.04  2.00  1.62
H  -0.92  2.49  -0.57
H  -1.84  -0.28  -1.42
H  -0.87  0.88  -2.37
H  1.24  1.29  2.16
H  2.98  -0.43  1.83
H  3.03  -2.63  -0.88
H  0.80  -1.78  -2.67

***

Arrangement b

Formula: C9H11NO2
Source: the Open Molecules 2025 dataset
Level of theory: the ωB97M-V functional and the def2-TZVPD basis

Calculated values
2S+1 = 1
Lowest unoccupied orbital energy = -0.7246 eV
SMILES = C[C@H]1C=CCN1.O=CC#CC=O

Cartesian coordinates (Å):
C  0.07  -0.77  0.28
C  1.62  -0.80  0.37
C  2.41  -1.40  -0.77
C  3.36  -0.57  -1.14
C  3.33  0.71  -0.35
N  2.10  0.59  0.43
H  -0.29  -0.06  1.03
H  -0.26  -0.38  -0.69
H  -0.40  -1.76  0.44
H  1.87  -1.35  1.30
H  2.26  -2.43  -1.13
H  4.14  -0.74  -1.87
H  3.27  1.58  -1.04
H  4.24  0.79  0.26
H  2.18  0.94  1.38
O  -5.46  2.05  2.19
C  -4.36  1.56  1.94
C  -3.94  0.93  0.72
C  -3.60  0.41  -0.33
C  -3.12  -0.14  -1.56
O  -2.52  0.42  -2.46
H  -3.55  1.63  2.68
H  -3.35  -1.22  -1.68

***

Which is most stable, and by how much? arrangement a, by 276.8 kJ/mol.

***

Arrangement a

Formula: C19H24N2O2S
Source: the Open Molecules 2025 dataset
Level of theory: the ωB97M-V functional and the def2-TZVPD basis

Calculated values
2S+1 = 1
Lowest unoccupied orbital energy = 0.6440 eV
SMILES = CCc1cccc(CC)c1NC(=S)NCCc1ccc(O)c(O)c1

Cartesian coordinates (Å):
C  0.18  2.55  -2.51
C  -0.31  1.99  -1.17
C  0.86  1.61  -0.31
C  1.42  2.54  0.55
C  2.52  2.21  1.32
C  3.09  0.96  1.22
C  2.56  0.00  0.36
C  3.28  -1.30  0.17
C  4.26  -1.18  -1.01
C  1.43  0.33  -0.38
N  0.83  -0.63  -1.24
C  0.08  -1.68  -0.82
S  -0.83  -2.50  -1.94
N  0.17  -2.04  0.48
C  -0.72  -2.99  1.10
C  -1.67  -2.30  2.08
C  -2.27  -1.06  1.47
C  -2.01  0.20  1.99
C  -2.53  1.34  1.40
C  -3.29  1.24  0.25
O  -3.78  2.35  -0.35
C  -3.54  -0.03  -0.30
O  -4.28  -0.07  -1.46
C  -3.05  -1.16  0.32
H  0.79  3.43  -2.35
H  -0.67  2.82  -3.14
H  0.78  1.82  -3.05
H  -0.95  1.13  -1.34
H  -0.90  2.75  -0.67
H  0.98  3.52  0.62
H  2.94  2.94  2.00
H  3.97  0.72  1.79
H  2.59  -2.12  -0.04
H  3.84  -1.55  1.07
H  4.81  -2.11  -1.14
H  3.72  -0.98  -1.93
H  4.97  -0.38  -0.84
H  0.64  -0.35  -2.19
H  0.62  -1.37  1.09
H  -0.12  -3.74  1.62
H  -1.27  -3.48  0.30
H  -2.46  -3.00  2.36
H  -1.13  -2.02  2.99
H  -1.40  0.30  2.88
H  -2.34  2.31  1.81
H  -4.28  2.07  -1.13
H  -4.27  -0.97  -1.80
H  -3.25  -2.13  -0.12

***

Arrangement b

Formula: C19H24N2O2S
Source: the Open Molecules 2025 dataset
Level of theory: the ωB97M-V functional and the def2-TZVPD basis

Calculated values
2S+1 = 1
Lowest unoccupied orbital energy = 0.2322 eV
SMILES = Cc1cc2cc3c(cc2nc1SCCN1CCCCC1)OCCO3

Cartesian coordinates (Å):
C  -4.46  0.90  -2.48
C  -2.95  0.70  -2.26
C  -2.07  0.99  -3.30
C  -0.72  0.71  -3.12
C  0.25  0.93  -4.12
C  1.61  0.71  -3.87
C  2.07  0.28  -2.62
C  1.09  -0.06  -1.68
C  -0.29  0.14  -1.88
N  -1.15  -0.15  -0.88
C  -2.47  0.16  -1.05
S  -3.62  -0.13  0.29
C  -2.52  0.09  1.79
C  -1.96  -1.29  2.27
N  -0.79  -0.98  3.09
C  -0.66  -1.65  4.40
C  0.37  -0.93  5.32
C  1.71  -0.65  4.60
C  1.38  0.16  3.31
C  0.44  -0.60  2.40
O  3.43  0.14  -2.31
C  4.27  0.83  -3.24
C  3.81  0.58  -4.69
O  2.46  0.95  -4.90
H  -4.69  1.33  -3.47
H  -4.95  -0.07  -2.43
H  -4.91  1.50  -1.67
H  -2.39  1.46  -4.22
H  -0.04  1.27  -5.10
H  1.39  -0.47  -0.75
H  -1.69  0.78  1.56
H  -3.10  0.56  2.57
H  -2.71  -1.80  2.87
H  -1.72  -1.97  1.44
H  -1.61  -1.69  4.94
H  -0.31  -2.66  4.19
H  -0.03  0.04  5.67
H  0.55  -1.51  6.22
H  2.20  -1.62  4.34
H  2.39  -0.08  5.22
H  2.31  0.38  2.81
H  0.95  1.13  3.59
H  0.97  -1.49  2.04
H  0.23  0.04  1.55
H  5.30  0.47  -3.11
H  4.28  1.91  -3.02
H  3.88  -0.48  -4.95
H  4.50  1.11  -5.36

***

Which is most stable, and by how much? arrangement a, by 204.7 kJ/mol.